Record 1
{"formula": "C26H28F2N2O4", "method": "the ωB97M-V functional and the def2-TZVPD basis", "e_above_lowest_kj_mol": 0.00, "homo_lumo_gap_ev": 9.22, "total_charge": 0, "species": ["O", "O", "F", "F", "O", "O", "C", "C", "C", "C", "C", "C", "C", "C", "C", "C", "C", "C", "C", "C", "C", "C", "C", "C", "C", "C", "N", "N", "C", "C", "C", "C", "C", "C", "H", "H", "H", "H", "H", "H", "H", "H", "H", "H", "H", "H", "H", "H", "H", "H", "H", "H", "H", "H", "H", "H", "H", "H", "H", "H", "H", "H"], "positions_angstrom": [[4.1031, -3.7336, -0.4522], [3.8550, -0.9815, 0.9939], [-2.0545, -1.4682, -1.8558], [-6.2509, 4.1591, -2.3238], [-2.7235, 0.9992, -2.8389], [-1.3733, 2.7543, -4.4968], [3.0429, -3.2647, -0.8427], [3.1821, -1.5723, 1.8330], [2.5160, -3.6851, 6.4271], [-0.3082, 0.6200, 0.5805], [-0.6207, 1.8971, 0.1130], [1.3067, -3.4444, 5.7516], [3.6601, -4.0683, 5.7065], [-0.8074, -0.5008, -0.0885], [-1.4294, 2.0507, -1.0172], [-4.5063, 2.5858, -2.6081], [-3.1115, 4.3758, -4.2237], [1.2399, -3.5916, 4.3551], [3.5956, -4.2096, 4.3098], [-1.6049, -0.3552, -1.2282], [-5.0523, 3.8454, -2.8696], [-1.9343, 0.9250, -1.7082], [-3.2678, 2.2195, -3.1416], [-2.5798, 3.1147, -3.9686], [-4.3466, 4.7602, -3.6773], [2.3853, -3.9725, 3.6305], [3.2326, -1.2148, 3.1240], [2.0566, -2.8549, -0.0386], [2.7745, -3.1562, -2.3252], [4.1001, -0.1642, 3.6522], [-5.2524, 6.3003, -5.4327], [-4.8765, 6.1474, -3.9593], [2.3407, -4.0337, 2.1172], [2.1614, -2.6661, 1.4203], [-1.2034, 1.8286, -4.2435], [2.5662, -3.5796, 7.5020], [0.3202, 0.5033, 1.4594], [-0.2347, 2.7736, 0.6266], [0.4261, -3.1554, 6.3091], [4.5915, -4.2495, 6.2252], [-0.5868, -1.4988, 0.2715], [-1.6497, 3.0603, -1.3494], [-5.0451, 1.8880, -1.9760], [-2.5480, 5.0568, -4.8531], [0.3070, -3.4101, 3.8408], [4.4836, -4.4847, 3.7571], [2.6998, -1.7608, 3.7862], [1.2343, -2.5002, -0.4943], [3.6292, -3.5612, -2.8657], [1.8800, -3.7220, -2.5761], [2.6452, -2.1078, -2.5873], [5.1445, -0.4472, 3.5083], [3.9179, 0.7700, 3.1177], [3.9104, -0.0160, 4.7158], [-6.0078, 5.5582, -5.7097], [-5.6640, 7.2978, -5.6129], [-4.3773, 6.1670, -6.0759], [-4.1117, 6.8865, -3.7007], [-5.7545, 6.3599, -3.3418], [1.5161, -4.6864, 1.8271], [3.2604, -4.5025, 1.7684], [1.1982, -2.2843, 1.7535]], "forces_ev_per_angstrom": [[-0.44, 0.20, 0.34], [-0.47, -0.41, 0.28], [0.10, 0.58, 0.15], [0.34, 0.05, -0.22], [0.47, -0.58, 0.12], [-0.09, -0.19, 0.15], [1.86, -0.84, -0.66], [0.85, 0.80, -1.59], [-0.03, -0.06, -0.80], [-0.23, 0.08, -0.30], [-0.18, -0.51, -0.24], [0.68, -0.27, -0.40], [-0.78, 0.12, -0.45], [-0.16, 0.36, -0.34], [0.01, -0.54, -0.01], [-0.08, 0.20, -0.04], [-0.43, -0.51, 0.39], [0.85, -0.23, 0.73], [-0.78, 0.22, 0.71], [0.31, 0.36, 0.45], [1.32, -0.36, -0.64], [0.39, 0.17, 0.63], [-1.01, 1.43, 0.14], [0.10, -0.35, 0.09], [-0.24, -0.05, 0.47], [0.06, 0.16, 0.22], [-0.63, -0.23, 1.20], [-0.81, 0.74, 1.43], [-0.03, 0.04, 0.11], [0.03, -0.24, -0.58], [-0.10, 0.14, -0.04], [-0.13, -0.09, -0.06], [0.37, -0.25, 0.43], [0.00, -0.52, -0.17], [-0.04, 0.40, -0.15], [-0.01, 0.02, 0.02], [-0.10, -0.07, -0.16], [-0.10, -0.13, -0.14], [-0.02, 0.01, 0.00], [0.01, -0.01, 0.01], [-0.12, 0.00, -0.07], [-0.13, -0.23, -0.15], [0.07, 0.04, -0.02], [-0.08, -0.02, 0.08], [-0.09, 0.01, -0.09], [-0.02, 0.00, -0.09], [0.14, 0.19, -0.06], [0.02, 0.21, 0.09], [-0.12, 0.04, 0.13], [-0.14, 0.06, -0.18], [-0.13, 0.05, -0.14], [0.01, 0.14, 0.03], [0.07, -0.05, 0.04], [-0.11, -0.16, -0.15], [0.12, 0.11, -0.03], [0.05, -0.12, -0.07], [-0.15, -0.01, 0.03], [-0.05, -0.08, 0.03], [0.18, -0.11, -0.01], [-0.07, 0.10, -0.18], [-0.04, 0.10, -0.18], [-0.23, 0.12, -0.10]]}

Record 2
{"formula": "C6H11ClSi", "method": "the ωB97M-V functional and the def2-TZVPD basis", "e_above_lowest_kj_mol": 295.47, "homo_lumo_gap_ev": 8.16, "total_charge": 0, "species": ["C", "C", "C", "C", "C", "C", "Si", "Cl", "H", "H", "H", "H", "H", "H", "H", "H", "H", "H", "H"], "positions_angstrom": [[1.1769, 0.2957, -0.9251], [0.4990, -0.8589, -0.3149], [1.8571, 0.2207, -2.3381], [0.5758, 0.9412, -2.1980], [-1.3882, -1.7228, 2.0601], [-1.0622, 1.1247, 1.6648], [-0.5297, -0.5080, 1.0230], [0.8575, 2.6170, -2.4557], [1.5881, 0.9692, -0.1408], [0.5426, -1.8654, -0.7153], [2.7627, 0.8756, -2.6456], [1.8411, -0.7628, -2.9020], [-0.4260, 0.5802, -2.6194], [-2.4914, -1.6184, 1.8030], [-1.0845, -2.8606, 1.8347], [-1.3195, -1.8269, 3.1616], [-0.4783, 1.2036, 2.5704], [-0.8637, 2.0716, 1.2412], [-2.0574, 1.1241, 1.8960]], "forces_ev_per_angstrom": [[0.64, 0.95, -1.41], [-0.95, -0.12, 0.88], [1.16, -1.14, -0.60], [-0.95, -1.03, 0.03], [-1.11, -4.03, 0.26], [2.68, 0.11, 0.02], [0.52, -0.17, -0.82], [-0.50, 1.64, 0.05], [-0.05, -0.12, -1.24], [0.33, 0.07, -0.02], [-1.66, -1.26, 0.93], [0.04, 1.10, 1.05], [1.73, 0.42, 0.74], [1.13, -0.31, 0.43], [-0.70, 2.45, -0.22], [0.10, 1.06, -0.48], [-0.09, -0.09, 0.90], [0.38, 0.75, -1.32], [-2.68, -0.29, 0.83]]}

Record 3
{"formula": "C28H33CrF5N2PS3", "method": "the ωB97M-V functional and the def2-TZVPD basis", "e_above_lowest_kj_mol": 47.13, "homo_lumo_gap_ev": [6.38, 7.70], "multiplicity": 4, "s2": 3.950, "total_charge": 0, "species": ["Cr", "F", "C", "C", "F", "C", "F", "C", "S", "C", "F", "C", "F", "S", "C", "C", "N", "C", "S", "C", "N", "C", "C", "C", "C", "C", "C", "P", "C", "C", "C", "C", "C", "C", "C", "C", "C", "C", "C", "C", "H", "H", "H", "H", "H", "H", "H", "H", "H", "H", "H", "H", "H", "H", "H", "H", "H", "H", "H", "H", "H", "H", "H", "H", "H", "H", "H", "H", "H", "H", "H", "H", "H"], "positions_angstrom": [[0.0450, 0.0028, 0.0511], [0.0347, -3.1991, 6.0144], [0.3848, -2.3515, 5.0444], [-0.2553, -2.3985, 3.8094], [-1.2436, -3.2677, 3.5863], [0.1352, -1.5128, 2.8221], [-0.5057, -1.5404, 1.5990], [1.1366, -0.5524, 2.9972], [1.5615, 0.5672, 1.7658], [1.7578, -0.5248, 4.2592], [2.7068, 0.3840, 4.4858], [1.3895, -1.4036, 5.2638], [1.9827, -1.3422, 6.4558], [0.1345, 1.0736, -1.9353], [1.5545, 0.3930, -2.6761], [2.1067, 1.1336, -3.7321], [2.5366, 1.8038, -4.5595], [2.0824, -0.7843, -2.2177], [1.3876, -1.6349, -0.8815], [3.2055, -1.3788, -2.8194], [4.1292, -1.8865, -3.2719], [-3.2589, 1.8788, 4.9293], [-3.2718, 0.4781, 4.3250], [-3.1120, 0.5424, 2.7967], [-2.3021, 1.7782, 2.3777], [-1.2224, 2.0111, 3.4361], [-1.8867, 2.5324, 4.7156], [-1.6024, 1.6003, 0.6604], [-1.1470, 3.3198, 0.0915], [0.3115, 3.6461, 0.4489], [0.6049, 5.1044, 0.1091], [-0.1972, 6.0478, 1.0192], [-1.4541, 5.3627, 1.5632], [-2.0878, 4.4663, 0.5039], [-3.0274, 1.1725, -0.4675], [-3.2497, -0.3446, -0.4815], [-4.1262, -0.7554, -1.6708], [-5.1776, 0.3165, -1.9882], [-5.5435, 1.0975, -0.7313], [-4.3474, 1.9247, -0.2449], [-3.4825, 1.8282, 5.9958], [-4.0441, 2.4761, 4.4620], [-4.2069, -0.0280, 4.5685], [-2.4625, -0.1032, 4.7693], [-4.0978, 0.5727, 2.3312], [-2.6064, -0.3653, 2.4519], [-2.9503, 2.6620, 2.3592], [-0.4605, 2.7138, 3.1000], [-0.7183, 1.0638, 3.6407], [-2.0059, 3.6162, 4.6559], [-1.2347, 2.3196, 5.5634], [-1.1892, 3.2159, -1.0022], [0.9815, 2.9836, -0.1073], [0.5120, 3.4848, 1.5074], [0.3482, 5.2734, -0.9385], [1.6720, 5.2971, 0.2233], [-0.4741, 6.9391, 0.4546], [0.4161, 6.3761, 1.8598], [-2.1765, 6.1166, 1.8803], [-1.2005, 4.7688, 2.4408], [-2.3027, 5.0755, -0.3757], [-3.0452, 4.0874, 0.8664], [-2.6319, 1.4376, -1.4596], [-3.7266, -0.6582, 0.4462], [-2.2744, -0.8642, -0.5505], [-4.6168, -1.6998, -1.4296], [-3.5039, -0.9239, -2.5509], [-6.0659, -0.1551, -2.4100], [-4.7912, 1.0103, -2.7358], [-5.8632, 0.4001, 0.0436], [-6.3817, 1.7652, -0.9355], [-4.4960, 2.1629, 0.8097], [-4.3132, 2.8665, -0.7934]], "forces_ev_per_angstrom": [[0.99, -0.80, 0.24], [0.04, 0.15, -0.15], [0.11, 0.21, -0.15], [-0.04, 0.02, 0.00], [0.15, 0.06, 0.06], [0.57, 0.50, 0.25], [-0.05, -0.08, 0.20], [-0.42, -0.79, 0.51], [0.22, 0.71, -0.58], [-0.35, -0.10, -0.50], [-0.09, -0.15, 0.12], [-0.18, -0.16, -0.02], [-0.07, -0.05, -0.14], [0.14, 0.00, 0.10], [-0.30, -0.93, 0.93], [0.37, 0.37, -0.55], [0.09, 0.09, -0.24], [-1.11, 0.66, 0.35], [-0.02, -0.06, -0.15], [0.62, -0.23, -0.32], [0.23, -0.13, -0.17], [0.09, -0.16, 0.15], [-0.20, 0.13, 0.02], [-0.01, -0.03, 0.08], [0.39, -0.19, -0.37], [0.04, 0.24, 0.04], [-0.07, -0.03, -0.06], [-1.33, 1.21, -0.03], [0.27, -0.40, 0.00], [0.15, 0.11, -0.22], [0.08, -0.11, 0.15], [-0.02, -0.07, 0.01], [-0.10, 0.17, -0.16], [-0.16, -0.04, 0.23], [0.32, -0.06, 0.22], [0.23, -0.06, -0.17], [0.05, 0.02, -0.01], [-0.13, -0.10, 0.14], [-0.01, 0.13, -0.26], [-0.08, -0.08, 0.04], [-0.09, 0.06, -0.03], [-0.07, 0.05, 0.02], [0.06, -0.09, 0.03], [0.04, -0.10, 0.02], [-0.01, -0.07, -0.07], [-0.10, 0.01, -0.04], [0.03, -0.10, -0.08], [0.04, -0.10, 0.04], [0.03, 0.08, -0.07], [0.07, 0.04, 0.03], [0.02, 0.05, 0.05], [0.02, 0.00, 0.17], [-0.07, 0.08, 0.11], [0.03, -0.09, 0.05], [0.05, 0.04, -0.07], [0.00, 0.03, -0.13], [-0.03, 0.07, 0.05], [0.04, 0.05, -0.03], [-0.01, -0.03, 0.09], [-0.03, -0.05, 0.13], [-0.07, 0.00, -0.06], [-0.02, 0.07, -0.12], [-0.01, -0.02, 0.14], [0.10, -0.05, 0.07], [-0.35, -0.01, 0.06], [0.02, -0.03, -0.07], [0.03, -0.07, 0.01], [0.02, 0.06, -0.09], [-0.01, 0.06, -0.09], [-0.07, -0.04, 0.09], [-0.06, -0.03, 0.09], [0.04, 0.10, 0.01], [-0.01, 0.08, 0.05]]}

Record 4
{"formula": "CH32F3NaO19S", "method": "the ωB97M-V functional and the def2-TZVPD basis", "homo_lumo_gap_ev": 8.69, "total_charge": 0, "species": ["Na", "C", "F", "F", "F", "S", "O", "O", "O", "O", "H", "H", "O", "H", "H", "O", "H", "H", "O", "H", "H", "O", "H", "H", "O", "H", "H", "O", "H", "H", "O", "H", "H", "O", "H", "H", "O", "H", "H", "O", "H", "H", "O", "H", "H", "O", "H", "H", "O", "H", "H", "O", "H", "H", "O", "H", "H"], "positions_angstrom": [[-3.3880, 1.2571, 0.1394], [0.7917, 0.5468, 0.4658], [2.0530, 0.9152, 0.1199], [0.7984, -0.2834, 1.4853], [0.1965, 1.6954, 0.9117], [-0.0435, -0.1801, -1.1495], [0.2866, 0.7628, -2.2118], [0.6051, -1.4692, -1.2431], [-1.4399, -0.2673, -0.6694], [-2.6169, 0.1621, 2.4160], [-1.7478, 0.4399, 2.7185], [-3.1933, 0.3180, 3.1666], [1.1633, -4.0062, -0.5432], [0.3678, -4.3727, -0.9328], [1.1266, -3.0677, -0.7545], [3.7156, -0.8015, 1.6610], [3.0089, -0.5479, 1.0626], [3.6683, -1.7587, 1.6994], [-0.2427, -2.3228, -4.0189], [-0.1304, -2.9392, -3.2934], [-1.1034, -1.9281, -3.8665], [2.9868, -1.8812, -3.4433], [3.1407, -1.0872, -3.9617], [2.2503, -1.6572, -2.8714], [-0.4972, 0.8723, 4.2434], [-0.1636, 1.5778, 4.8006], [0.2115, 0.2249, 4.2225], [4.6237, 2.7755, 1.6712], [5.0695, 2.6903, 2.5158], [4.1913, 1.9287, 1.5414], [0.1641, 3.9553, 3.4037], [0.5312, 3.0693, 3.3689], [0.0698, 4.1419, 4.3400], [-2.8350, 3.2414, 1.9643], [-1.8787, 3.3224, 1.9167], [-3.0365, 3.3375, 2.8966], [0.8652, 3.9450, -2.9282], [0.3447, 3.2053, -2.6087], [1.7684, 3.6250, -2.9196], [-0.9423, 0.8049, -4.6391], [-0.5522, 0.8069, -3.7595], [-0.3895, 0.2060, -5.1454], [-2.4843, -2.4832, 1.5175], [-2.5656, -1.5350, 1.6542], [-1.8043, -2.7647, 2.1363], [-4.3027, -1.0246, -0.0553], [-3.7992, -1.7632, 0.3029], [-4.6830, -1.3650, -0.8675], [-0.2647, -2.7656, 3.1898], [0.6934, -2.7228, 3.1665], [-0.4785, -2.9304, 4.1106], [-2.7589, -2.1179, -2.4566], [-3.2166, -1.5143, -3.0459], [-2.4097, -1.5565, -1.7569], [2.9524, 0.8517, -3.4606], [2.1765, 0.6613, -2.9262], [3.1474, 1.7725, -3.2801]], "forces_ev_per_angstrom": [[0.41, -0.60, 0.40], [-0.41, 1.47, -1.89], [-0.39, -0.49, 0.47], [0.15, -0.46, 0.03], [-0.07, -0.61, -0.37], [0.12, -0.41, 2.29], [-0.43, -0.24, 1.20], [-0.13, 0.99, -0.23], [0.76, 0.87, -0.93], [-0.34, 0.22, -0.55], [0.33, 0.13, 0.23], [-0.10, -0.07, 0.15], [0.26, -0.32, 0.24], [-0.12, -0.06, 0.01], [-0.09, -0.06, -0.01], [-0.04, 0.15, 0.28], [0.20, -0.10, -0.13], [0.13, -0.18, -0.09], [0.27, 0.20, -0.43], [0.04, -0.07, 0.10], [-0.24, -0.11, 0.16], [0.20, -0.44, -0.03], [0.07, 0.11, 0.04], [-0.22, -0.08, 0.02], [-0.01, 0.04, -0.11], [-0.07, 0.10, 0.18], [0.11, -0.25, -0.07], [-0.13, 0.18, -0.02], [0.12, -0.03, 0.09], [0.02, -0.24, -0.07], [-0.30, -0.08, -0.06], [0.19, -0.15, -0.24], [0.02, 0.23, 0.14], [-0.20, -0.27, -0.49], [0.32, 0.20, 0.12], [-0.06, 0.05, 0.12], [-0.07, 0.25, 0.07], [-0.06, -0.25, -0.05], [0.10, 0.00, -0.02], [-0.49, 0.05, -0.21], [0.13, -0.02, -0.07], [0.13, -0.13, -0.07], [-0.61, -0.22, -0.43], [0.32, 0.19, 0.40], [0.28, -0.06, -0.13], [-0.35, 0.78, -0.05], [0.28, -0.42, 0.15], [-0.02, -0.15, -0.14], [-0.01, 0.23, 0.32], [0.18, -0.13, -0.27], [-0.07, -0.12, 0.17], [-0.30, -0.22, -0.17], [-0.05, 0.10, -0.20], [0.21, 0.17, 0.29], [0.14, 0.25, -0.08], [-0.26, 0.02, 0.05], [0.16, 0.09, -0.07]]}

Record 5
{"formula": "C2H6N2O", "method": "the ωB97M-V functional and the def2-TZVPD basis", "e_above_lowest_kj_mol": 364.18, "homo_lumo_gap_ev": 8.97, "total_charge": 0, "species": ["C", "N", "H", "H", "H", "C", "N", "O", "H", "H", "H"], "positions_angstrom": [[1.4242, 1.8642, 0.7714], [0.1517, 1.9600, 0.8539], [1.9406, 2.5814, 0.0427], [2.0099, 0.9919, 0.9363], [-0.0913, 2.0752, 1.9154], [-0.9533, -1.5256, -0.5597], [-0.4268, -0.4800, -1.3385], [-0.2637, -2.0151, 0.3733], [-1.9829, -1.8606, -0.7559], [0.0839, 0.1567, -0.7490], [-0.7498, -0.2160, -2.2541]], "forces_ev_per_angstrom": [[-0.44, 1.00, -3.55], [0.48, 3.09, 3.46], [-0.48, -1.13, 0.19], [0.95, -0.56, 2.06], [-0.44, -2.41, -2.14], [2.76, -0.26, 1.62], [-0.73, -1.46, 1.25], [-2.35, 1.50, -2.42], [0.28, -0.12, -0.31], [0.34, 0.20, -0.53], [-0.37, 0.14, 0.39]]}

In order of appearance, max |F| = 2.1, 4.2, 1.8, 2.4, 4.7 eV Å⁻¹.